Molecular formula: C23H18BrN8O5RuS2
Method: DFT, ωB97M-V/def2-TZVPD

The calculation puts the orbital gap (alpha / beta) at 5.41 / 5.32 eV. The lowest unoccupied orbital energy (alpha / beta) is -2.2 / -2.3 eV. The spin multiplicity is 2. The calculated total energy is -5166.886305 a.u. The calculation puts the energy above the lowest of the compared OMol25 structures with the same formula, charge and spin at 16.0 kcal per mole. Its highest occupied orbital energy (alpha / beta) is -7.60 / -7.60 eV.

Cartesian coordinates (Å):
Ru  -1.62  0.79  -0.61
Br  3.88  -5.37  -0.70
C  3.97  -3.86  0.42
C  5.15  -3.13  0.48
C  5.22  -2.02  1.29
C  4.10  -1.62  2.05
C  2.92  -2.39  1.99
C  2.86  -3.50  1.17
N  4.26  -0.47  2.79
N  3.22  -0.03  3.45
C  2.18  0.53  2.93
C  1.05  0.71  3.82
C  -0.21  0.86  3.37
C  -0.45  0.86  1.95
O  -1.60  0.84  1.44
C  0.69  0.93  1.04
N  0.36  1.08  -0.26
C  1.35  1.26  -1.14
C  2.68  1.29  -0.74
C  3.02  1.06  0.57
C  2.00  0.85  1.50
H  6.01  -3.44  -0.11
H  6.13  -1.43  1.37
H  2.06  -2.13  2.59
H  1.94  -4.07  1.10
H  1.26  0.62  4.88
H  -1.06  0.93  4.03
H  1.06  1.38  -2.17
H  3.45  1.46  -1.49
H  4.06  1.05  0.88
O  -1.57  4.73  -4.97
C  -1.39  3.51  -5.43
O  -1.19  3.28  -6.60
C  -1.42  2.38  -4.44
C  -1.26  1.07  -4.82
N  -1.32  0.32  -3.71
N  -1.53  1.07  -2.63
C  -1.59  2.33  -3.04
C  -1.82  3.35  -1.95
O  -1.90  4.54  -2.26
O  -1.90  2.86  -0.78
H  -1.72  4.76  -3.97
H  -1.11  0.64  -5.80
H  -1.29  -0.68  -3.60
S  -0.77  -3.84  0.23
C  -1.04  -2.29  -0.22
N  -1.25  -1.19  -0.55
C  -3.89  -2.04  2.31
N  -3.88  -1.49  0.97
C  -4.29  -0.28  0.64
N  -4.92  0.45  1.57
S  -4.02  0.38  -0.93
H  -3.36  -2.98  2.30
H  -4.91  -2.20  2.66
H  -3.37  -1.37  3.00
H  -3.35  -1.97  0.26
H  -4.87  0.21  2.54
H  -5.05  1.42  1.34

***

Molecular formula: C4F18KN2O8PS4
Method: DFT, ωB97M-V/def2-TZVPD

The calculation puts the orbital gap at 9.45 eV. The lowest unoccupied orbital energy is 4.3 eV. Its total charge is -2. The calculated total energy is -5195.911526 a.u. The calculation puts the energy above the lowest of the compared OMol25 structures with the same formula, charge and spin at 0.0 kcal per mole. Its highest occupied orbital energy is -5.19 eV.

Cartesian coordinates (Å):
K  -0.38  0.79  0.08
P  -3.78  1.56  -1.07
F  -4.28  1.05  0.38
F  -2.91  0.17  -1.13
F  -5.05  0.80  -1.72
F  -3.25  1.98  -2.52
F  -4.59  2.94  -0.97
F  -2.48  2.30  -0.40
C  3.33  1.38  0.32
F  4.10  2.34  0.89
F  4.01  0.27  0.33
F  2.25  1.30  1.12
S  2.94  2.01  -1.37
O  2.43  3.33  -1.23
O  4.15  1.87  -2.09
N  1.75  0.96  -1.77
S  1.90  0.59  -3.32
O  1.82  1.73  -4.19
O  2.96  -0.34  -3.58
C  0.28  -0.28  -3.55
F  0.27  -0.87  -4.75
F  0.15  -1.23  -2.61
F  -0.73  0.56  -3.45
C  1.03  -3.15  1.18
F  1.66  -2.10  0.65
F  1.22  -4.26  0.45
F  1.51  -3.40  2.39
S  -0.81  -2.83  1.26
O  -1.37  -2.77  -0.05
O  -1.32  -3.86  2.09
N  -0.81  -1.27  1.83
S  -1.12  -1.27  3.37
O  -2.50  -1.43  3.75
O  -0.24  -2.07  4.20
C  -0.63  0.48  3.80
F  -1.10  0.78  5.00
F  0.70  0.54  3.80
F  -1.09  1.38  2.91

***

The highest calculated total energy belongs to which entry? C23H18BrN8O5RuS2

***

Which value of calculated total energy does entry 1 give? -5166.886305 a.u.

***

Which value of calculated total energy does entry 1 give? -5166.886305 a.u.

***

What did the first record say?
Molecular formula: C23H18BrN8O5RuS2
Method: DFT, ωB97M-V/def2-TZVPD

The calculation puts the orbital gap (alpha / beta) at 5.41 / 5.32 eV. The lowest unoccupied orbital energy (alpha / beta) is -2.2 / -2.3 eV. The spin multiplicity is 2. The calculated total energy is -5166.886305 a.u. The calculation puts the energy above the lowest of the compared OMol25 structures with the same formula, charge and spin at 16.0 kcal per mole. Its highest occupied orbital energy (alpha / beta) is -7.60 / -7.60 eV.

Cartesian coordinates (Å):
Ru  -1.62  0.79  -0.61
Br  3.88  -5.37  -0.70
C  3.97  -3.86  0.42
C  5.15  -3.13  0.48
C  5.22  -2.02  1.29
C  4.10  -1.62  2.05
C  2.92  -2.39  1.99
C  2.86  -3.50  1.17
N  4.26  -0.47  2.79
N  3.22  -0.03  3.45
C  2.18  0.53  2.93
C  1.05  0.71  3.82
C  -0.21  0.86  3.37
C  -0.45  0.86  1.95
O  -1.60  0.84  1.44
C  0.69  0.93  1.04
N  0.36  1.08  -0.26
C  1.35  1.26  -1.14
C  2.68  1.29  -0.74
C  3.02  1.06  0.57
C  2.00  0.85  1.50
H  6.01  -3.44  -0.11
H  6.13  -1.43  1.37
H  2.06  -2.13  2.59
H  1.94  -4.07  1.10
H  1.26  0.62  4.88
H  -1.06  0.93  4.03
H  1.06  1.38  -2.17
H  3.45  1.46  -1.49
H  4.06  1.05  0.88
O  -1.57  4.73  -4.97
C  -1.39  3.51  -5.43
O  -1.19  3.28  -6.60
C  -1.42  2.38  -4.44
C  -1.26  1.07  -4.82
N  -1.32  0.32  -3.71
N  -1.53  1.07  -2.63
C  -1.59  2.33  -3.04
C  -1.82  3.35  -1.95
O  -1.90  4.54  -2.26
O  -1.90  2.86  -0.78
H  -1.72  4.76  -3.97
H  -1.11  0.64  -5.80
H  -1.29  -0.68  -3.60
S  -0.77  -3.84  0.23
C  -1.04  -2.29  -0.22
N  -1.25  -1.19  -0.55
C  -3.89  -2.04  2.31
N  -3.88  -1.49  0.97
C  -4.29  -0.28  0.64
N  -4.92  0.45  1.57
S  -4.02  0.38  -0.93
H  -3.36  -2.98  2.30
H  -4.91  -2.20  2.66
H  -3.37  -1.37  3.00
H  -3.35  -1.97  0.26
H  -4.87  0.21  2.54
H  -5.05  1.42  1.34